(1)
DFT (ωB97M-V with the def2-TZVPD basis set) results for a molecular structure, C4H11O2Ru at a distorted geometry.

XYZ file:
```
18
Properties=species:S:1:pos:R:3:forces:R:3:mulliken_charge:R:1
H 1.957 3.991 0.646 0.1 0.2 0.0 0.31
C 1.094 2.560 0.265 -0.1 -0.1 0.0 -1.05
H 0.419 3.278 -0.214 0.2 -0.3 0.0 0.39
H 1.046 2.549 1.360 0.0 -0.3 -0.4 0.40
H 2.052 2.347 -0.226 -0.4 0.0 0.2 0.44
O 0.241 1.079 -0.119 1.5 1.9 1.4 -0.57
C 0.802 -0.091 0.465 1.0 -0.9 0.6 -0.24
C -0.248 -1.179 0.538 0.3 -0.1 1.0 -0.46
O -0.896 -1.244 -0.745 0.1 -1.3 0.4 -0.46
C -1.718 -2.398 -0.937 -0.8 -1.3 -0.2 -0.66
Ru -1.025 0.566 -1.462 -1.7 1.7 -2.6 1.47
H 1.161 0.110 1.486 -0.1 0.1 -0.3 0.38
H 1.666 -0.419 -0.135 -0.2 0.1 0.1 0.35
H -1.010 -0.958 1.300 0.1 -0.1 -0.2 0.36
H 0.219 -2.148 0.757 -0.1 0.2 -0.1 0.41
H -2.166 -2.319 -1.933 0.1 -0.1 0.2 0.31
H -1.093 -3.297 -0.877 -0.1 0.2 0.0 0.28
H -2.502 -2.427 -0.169 0.2 0.0 -0.2 0.35
```
Positions in Å, forces in eV/Å.

The value obtained for the frontier orbital gap (alpha / beta) is 0.3125 / 0.3033 hartree. The total energy comes out at -10976.957 eV. For the HOMO energy (alpha / beta), the calculation gives -17.93 / -19.22 eV. The total charge is +2. The strongest force on any atom comes out at 3.52 eV/Å. The spin multiplicity is 6. The calculation puts the energy relative to the best compared isomer or geometry (same formula, charge and spin) at 110.11 kJ/mol.

=====

(2)
DFT (ωB97M-V with the def2-TZVPD basis set) results for 2 unconnected molecules or ions with the total composition C4H11O2S at a distorted geometry.

XYZ file:
```
18
Properties=species:S:1:pos:R:3:forces:R:3:mulliken_charge:R:1
C -1.583 0.063 -1.542 -1.5 0.5 2.7 -0.57
O -2.448 -0.754 -0.750 -1.0 -0.4 0.7 -0.59
C -1.077 1.312 -0.805 -1.1 1.2 2.4 -0.49
C 0.324 1.629 -1.165 1.3 -0.6 -1.4 -0.80
C 1.274 0.370 -1.078 -1.3 0.8 1.4 -0.57
S 2.657 0.698 0.107 -0.1 -0.3 -0.6 -0.63
H -2.309 0.340 -2.249 -0.1 0.5 -1.9 0.32
H -0.838 -0.620 -1.814 1.4 -0.1 -1.3 0.42
H -1.787 2.169 -0.915 0.4 -0.5 -0.7 0.34
H -1.091 1.372 0.359 -0.1 -1.5 -1.6 0.23
H 0.350 2.222 -2.069 0.2 -0.3 -1.0 0.31
H 0.880 2.226 -0.524 0.0 1.6 1.8 0.44
H 1.585 0.109 -2.092 -0.1 -0.7 0.3 0.20
H 0.555 -0.316 -0.519 1.4 -0.2 -1.2 0.08
H 1.437 -3.826 5.245 -4.9 -5.4 -0.3 0.27
H 2.036 -2.795 4.462 0.2 0.9 -1.5 0.33
H -1.983 -1.006 0.044 0.3 -0.1 0.4 0.31
O 2.018 -3.192 5.305 4.7 4.5 1.8 -0.60
```
Positions in Å, forces in eV/Å.

The value obtained for the frontier orbital gap is 0.2082 hartree. The total energy comes out at -19255.486 eV. For the HOMO energy, the calculation gives -2.49 eV. The total charge is -1. The strongest force on any atom comes out at 7.30 eV/Å. The calculation puts the energy relative to the best compared isomer or geometry (same formula, charge and spin) at 188.74 kJ/mol.

=====

(3)
DFT (ωB97M-V with the def2-TZVPD basis set) results for 2 unconnected molecules or ions with the total composition C4H11O3 at a distorted geometry.

XYZ file:
```
18
Properties=species:S:1:pos:R:3:forces:R:3:mulliken_charge:R:1
C 1.482 0.041 -0.466 0.5 1.2 0.0 -0.46
C 0.561 1.020 -1.215 -0.6 0.7 0.1 -0.57
C -0.937 0.904 -0.780 -0.5 1.7 -0.7 -0.69
O -1.457 -0.345 -0.550 1.7 -0.1 1.6 -0.61
C 1.128 0.032 1.008 -1.0 -0.2 3.1 -0.63
O 0.202 -0.948 1.405 -0.7 0.3 -1.3 -0.88
H 1.464 -0.976 -0.853 -0.1 0.0 0.0 0.28
H 2.495 0.459 -0.588 0.0 -0.4 0.0 0.28
H 0.707 1.119 -2.298 -0.1 -1.0 -0.1 0.38
H 0.871 2.045 -0.948 0.0 -0.2 0.5 0.27
H -1.608 1.466 -1.480 0.6 -0.5 -0.4 0.36
H -1.057 1.599 0.074 0.2 -0.5 0.5 0.28
H -0.861 -0.665 0.406 -0.5 0.2 -1.4 0.43
H 1.916 -0.004 1.790 1.1 -0.7 -1.0 0.37
H 0.757 1.009 1.423 -0.2 0.2 -1.3 0.19
H -1.268 -2.479 0.639 1.6 0.0 -0.2 0.35
H -2.214 -1.978 1.667 0.1 0.2 0.1 0.30
O -2.180 -2.300 0.764 -2.1 -1.1 0.7 -0.66
```
Positions in Å, forces in eV/Å.

The value obtained for the frontier orbital gap is 0.2819 hartree. The total energy comes out at -10467.891 eV. For the HOMO energy, the calculation gives -3.40 eV. The total charge is -1. The strongest force on any atom comes out at 3.30 eV/Å. The calculation puts the energy relative to the best compared isomer or geometry (same formula, charge and spin) at 172.56 kJ/mol.

=====

(4)
DFT (ωB97M-V with the def2-TZVPD basis set) results for 2 unconnected molecules or ions with the total composition C4H11O3P at a distorted geometry.

XYZ file:
```
19
Properties=species:S:1:pos:R:3:forces:R:3:mulliken_charge:R:1
C 4.338 0.529 -0.481 -1.8 -0.1 0.8 -0.77
C -3.037 -0.579 0.151 0.3 -0.1 -0.3 -1.35
C -1.100 1.041 0.219 0.0 -0.3 -0.3 -1.14
C -1.618 -0.288 -0.330 -0.4 0.6 0.0 0.42
O 2.466 -0.202 1.551 0.1 0.4 0.3 -0.61
O 1.851 -0.544 -0.889 0.7 0.6 0.0 -0.45
O -0.743 -1.351 0.022 0.6 -0.3 0.1 -0.63
P 2.873 0.076 0.172 0.5 -1.0 -1.0 0.87
H 4.366 0.717 -1.532 0.1 0.0 -0.4 0.27
H 4.990 1.071 0.181 0.2 -0.1 0.1 0.28
H -3.076 -0.578 1.238 0.0 0.0 0.2 0.36
H -3.723 0.176 -0.223 -0.1 0.1 0.0 0.38
H -3.359 -1.553 -0.209 -0.1 -0.1 0.0 0.34
H -0.112 1.262 -0.184 0.0 0.0 0.0 0.25
H -1.025 0.996 1.305 0.0 0.0 0.1 0.34
H -1.773 1.851 -0.050 -0.1 0.1 0.0 0.40
H -1.595 -0.276 -1.426 0.0 0.0 0.2 0.25
H -0.747 -1.441 0.984 0.1 0.0 0.0 0.36
H 1.025 -0.907 -0.498 -0.1 0.0 0.2 0.44
```
Positions in Å, forces in eV/Å.

The value obtained for the frontier orbital gap is 0.3486 hartree. The total energy comes out at -19757.894 eV. For the HOMO energy, the calculation gives -9.08 eV. The strongest force on any atom comes out at 1.98 eV/Å. The calculation puts the energy relative to the best compared isomer or geometry (same formula, charge and spin) at 70.37 kJ/mol.

=====

(5)
DFT (ωB97M-V with the def2-TZVPD basis set) results for a single C4H11O3PS3 molecule at a distorted geometry.

XYZ file:
```
22
Properties=species:S:1:pos:R:3:forces:R:3:mulliken_charge:R:1
C -2.648 -2.427 1.794 -2.3 3.9 0.3 -1.28
C 2.108 1.856 -2.966 -0.1 0.0 -1.3 -1.27
C -2.138 -0.992 1.665 -0.6 -1.3 -0.7 -0.34
C 2.145 1.183 -1.594 1.7 0.0 0.3 -0.18
O 1.312 -0.693 0.068 -0.2 0.2 -0.1 -0.36
O 0.147 1.364 0.913 1.3 -3.7 -3.1 -0.41
O -1.023 -0.910 0.763 0.5 0.4 0.1 -0.13
P 0.366 -0.229 1.253 -0.4 -0.1 0.8 0.58
S 1.024 -0.712 3.076 -0.8 0.8 -2.0 -0.38
S -0.703 0.367 -1.977 -0.8 0.0 -0.5 -0.22
S 1.006 -0.332 -1.638 1.3 1.5 0.7 0.31
H -3.212 -2.433 2.727 0.1 -0.6 -0.1 0.35
H -3.266 -2.604 0.964 -1.0 -0.7 -1.0 0.33
H -1.824 -2.966 1.738 3.4 -3.2 0.3 0.39
H 2.939 2.532 -3.186 -0.3 0.8 1.0 0.39
H 2.371 1.222 -3.775 -0.1 -1.6 -0.7 0.39
H 1.110 2.272 -3.309 1.2 -0.2 1.1 0.31
H -1.744 -0.762 2.584 0.6 1.0 2.4 0.36
H -2.996 -0.385 1.424 0.3 0.9 -0.5 0.31
H 1.900 2.041 -0.929 -0.5 -1.4 0.4 0.24
H 3.184 0.741 -1.219 -2.1 1.0 -1.2 0.32
H -0.058 1.867 1.623 -1.0 2.5 3.8 0.30
```
Positions in Å, forces in eV/Å.

The value obtained for the frontier orbital gap is 0.3229 hartree. The total energy comes out at -52263.827 eV. For the HOMO energy, the calculation gives -8.85 eV. The strongest force on any atom comes out at 5.05 eV/Å. The calculation puts the energy relative to the best compared isomer or geometry (same formula, charge and spin) at 171.49 kJ/mol.

=====

(6)
DFT (ωB97M-V with the def2-TZVPD basis set) results for a molecular structure, C4H11O4Sm at a distorted geometry.

XYZ file:
```
20
Properties=species:S:1:pos:R:3:forces:R:3:mulliken_charge:R:1
O -2.143 1.864 -0.057 -0.9 -0.1 0.5 -0.74
C -2.651 0.854 0.756 -0.3 -0.1 0.6 -0.44
C -2.411 -0.530 0.163 -0.5 -0.1 0.0 -0.42
O -1.043 -0.574 -0.279 0.2 -0.1 0.1 -0.29
C -0.594 -1.864 -0.675 -0.2 -0.3 0.0 -0.73
Sm -0.374 1.573 -1.076 1.0 0.4 -1.3 1.41
H -3.741 0.954 0.916 0.3 0.0 0.0 0.33
H -2.168 0.885 1.753 -0.2 0.0 -0.2 0.24
H -3.060 -0.722 -0.707 0.1 0.1 0.2 0.32
H -2.573 -1.322 0.909 0.0 0.2 -0.1 0.37
H 0.434 -1.757 -1.032 -0.2 -0.1 0.0 0.25
H -0.617 -2.546 0.187 0.0 0.1 -0.3 0.29
H -1.242 -2.255 -1.473 0.2 0.0 0.2 0.34
O 2.001 1.782 -0.319 -0.7 1.0 0.9 -0.33
H 2.400 2.532 0.188 0.5 -0.9 -0.6 0.33
C 3.580 0.197 0.220 0.1 -0.4 0.2 -0.52
O 2.959 0.896 -0.850 0.5 0.2 -0.2 -0.20
H 2.843 -0.402 0.774 0.2 0.2 -0.1 0.25
H 4.299 -0.462 -0.285 -0.2 0.2 0.2 0.24
H 4.101 0.896 0.887 -0.1 -0.2 -0.1 0.31
```
Positions in Å, forces in eV/Å.

The value obtained for the frontier orbital gap (alpha / beta) is 0.2522 / 0.3362 hartree. The total energy comes out at -30410.976 eV. For the HOMO energy (alpha / beta), the calculation gives -10.53 / -12.87 eV. The total charge is +1. The strongest force on any atom comes out at 1.67 eV/Å. The spin multiplicity is 7. The calculation puts the energy relative to the best compared isomer or geometry (same formula, charge and spin) at 0.00 kJ/mol.

=====

(7)
DFT (ωB97M-V with the def2-TZVPD basis set) results for 2 unconnected molecules or ions with the total composition C4H11OS at a distorted geometry.

XYZ file:
```
17
Properties=species:S:1:pos:R:3:forces:R:3:mulliken_charge:R:1
C 2.461 -0.987 0.058 0.2 -0.8 0.0 -0.95
C 1.217 -0.273 -0.412 -0.4 0.4 0.9 -0.15
S 1.402 0.934 -1.704 0.2 0.5 -1.1 -0.22
H 2.822 -1.794 -0.588 -0.1 0.4 -0.4 0.29
H 3.275 -0.281 0.184 0.1 0.0 0.3 0.29
H 2.250 -1.520 0.989 0.1 0.3 0.2 0.30
H 0.778 0.270 0.439 0.0 -0.4 -0.2 0.10
H 0.454 -0.946 -0.798 0.0 -0.1 0.1 0.22
H 2.208 1.832 -1.111 -0.1 -0.2 0.2 0.10
C -2.295 0.317 1.417 0.0 0.6 2.9 -0.15
O -2.702 0.370 0.144 -0.2 -0.5 -0.5 -0.34
C -1.888 -1.118 1.883 -0.6 -0.9 -2.9 -0.93
H -1.454 0.985 1.614 0.4 0.1 -0.2 0.25
H -3.094 0.608 2.156 0.2 -0.1 -0.7 0.30
H -1.326 -1.550 1.042 0.4 0.2 0.3 0.21
H -1.307 -1.294 2.780 -0.4 0.6 0.3 0.33
H -2.804 -1.708 1.774 0.1 -0.1 0.9 0.34
```
Positions in Å, forces in eV/Å.

The value obtained for the frontier orbital gap (alpha / beta) is 0.3606 / 0.2655 hartree. The total energy comes out at -17206.231 eV. For the HOMO energy (alpha / beta), the calculation gives -8.93 / -8.93 eV. The strongest force on any atom comes out at 3.08 eV/Å. The spin multiplicity is 2. The calculation puts the energy relative to the best compared isomer or geometry (same formula, charge and spin) at 116.68 kJ/mol.

=====

The lowest total energy belongs to which entry?
C4H11O3PS3

=====

Among the records above, which one has the highest total energy?
C4H11O3

=====

Which of these has the highest strongest force on any atom?
C4H11O2S

=====

Which of these has the highest total energy?
C4H11O3